This record from the OMol25 dataset describes a cluster of 2 separate species, C10H18N3 in total. The level of theory is ωB97M-V/def2-TZVPD.

The geometry in XYZ format:
```
31
Properties=species:S:1:pos:R:3:forces:R:3
C -1.490 0.790 3.662 -1.168 0.984 3.316
C 0.414 2.214 0.121 -1.683 0.692 -2.335
C -1.006 2.398 0.174 3.990 -1.357 2.108
C 1.148 1.416 0.974 -0.894 0.042 0.251
C -1.524 1.942 1.366 -3.743 0.415 -0.453
C 0.468 0.962 2.104 -1.187 -0.210 0.802
C -0.918 1.156 2.340 2.075 0.836 -0.941
H 0.766 2.800 -0.722 1.159 -0.610 -0.129
H -1.482 2.852 -0.666 -0.598 0.637 0.205
H 2.154 1.085 0.746 0.169 0.623 0.337
H -2.557 2.298 1.475 -0.013 -0.676 0.552
H 0.948 0.587 2.983 0.876 -0.786 -0.038
H -2.068 -0.102 3.935 -0.035 -0.408 -1.512
H -2.221 1.567 4.100 1.258 -0.663 -0.965
H -0.725 0.662 4.478 -0.150 0.605 -1.030
C 1.307 -2.283 -1.439 0.769 -0.822 -1.220
C 2.338 -2.558 -2.557 0.051 -0.111 0.557
C -0.491 -0.636 -1.407 1.533 0.277 2.034
N 0.755 -0.956 -1.788 -1.033 -0.176 -0.332
N -0.825 -1.081 -0.174 -1.282 -0.346 -0.775
N -1.202 0.263 -2.072 -0.275 -0.083 -1.162
H 0.515 -3.068 -1.569 0.593 0.780 1.059
H 1.865 -2.178 -0.486 -0.858 -0.647 -0.275
H 3.151 -1.873 -2.328 0.115 0.268 -1.048
H 1.815 -2.519 -3.501 0.053 1.119 -0.560
H 1.055 -0.573 -2.669 0.227 0.035 -0.120
H -0.163 -1.550 0.439 -0.085 0.227 -0.617
H -1.797 -1.264 0.040 0.152 0.392 0.119
H -0.879 0.626 -2.963 0.095 -0.419 0.235
H -2.141 0.552 -1.868 -0.022 -0.142 0.690
H 2.790 -3.531 -2.726 -0.083 -0.477 1.249
```
Positions in Å, forces in eV/Å.

Values from the calculation:
HOMO energy (eV): -11.81
Kohn-Sham gap (Eh): 0.330
DFT total energy (eV): -15125.3114
Charge: +1
Energy above the lowest of the compared OMol25 structures with the same formula, charge and spin (kJ/mol): 213.53